Below is a structure of composition C19H17BrCl2N3O7PdS at a distorted geometry, with properties calculated with ωB97M-V with the def2-TZVPD basis set.

Output
**Largest force on an atom**: 1.8 eV/A
**LUMO**: 1.3 eV
**Electronic energy**: -148178.89047 eV
**HOMO-LUMO gap**: 6.5 eV
**Energy relative to the best compared isomer or geometry (same formula, charge and spin)**: 7.2 kcal per mole
**Charge**: -1

```
51
Properties=species:S:1:pos:R:3:nbo_charge:R:1
Pd 0.946 0.226 -2.134 1.0449
Br 0.972 -1.827 6.016 0.0368
C -0.560 -1.470 4.956 -0.0914
C -1.739 -2.148 5.211 -0.2437
C -2.851 -1.868 4.437 -0.2242
C -2.807 -0.931 3.402 0.1436
C -1.607 -0.254 3.176 -0.2500
C -0.489 -0.522 3.949 -0.2244
N -4.071 -0.753 2.766 -0.2532
N -4.262 0.000 1.772 -0.1056
C -3.354 0.149 0.731 -0.0531
C -3.578 1.297 -0.027 -0.1132
C -2.697 1.782 -0.980 -0.3384
C -1.520 1.080 -1.257 0.4076
O -0.616 1.498 -2.063 -0.6348
C -1.369 -0.215 -0.614 0.0681
N -0.285 -0.928 -1.025 -0.4032
C -0.064 -2.133 -0.563 0.0772
C -0.961 -2.729 0.341 -0.2379
C -2.042 -2.026 0.790 -0.1550
C -2.268 -0.702 0.339 -0.0076
H -1.791 -2.878 6.007 0.2229
H -3.791 -2.373 4.620 0.2251
H -1.531 0.505 2.409 0.2321
H 0.438 -0.002 3.748 0.2417
H -4.480 1.848 0.212 0.2239
H -2.890 2.701 -1.516 0.2264
H 0.822 -2.633 -0.930 0.2373
H -0.775 -3.740 0.676 0.2244
H -2.734 -2.482 1.482 0.2282
O 3.338 -1.208 -4.291 -0.8086
Cl 2.687 -1.971 -3.281 2.5277
O 1.333 -2.292 -3.639 -0.8381
O 3.398 -3.157 -2.937 -0.8196
O 2.584 -1.114 -2.013 -0.8761
C 1.338 2.749 0.433 -0.7481
S 1.715 1.116 1.093 0.1550
C 3.381 0.919 0.434 -0.7481
H 1.941 3.522 0.909 0.2058
H 0.286 2.953 0.631 0.2246
H 1.494 2.768 -0.646 0.2416
H 3.410 1.257 -0.603 0.2420
H 3.623 -0.142 0.443 0.2369
H 4.115 1.465 1.025 0.2039
Cl 3.372 3.922 -4.556 -0.0934
C 2.874 2.315 -5.193 -0.4516
C 1.831 1.608 -4.342 0.7571
O 0.854 1.135 -4.894 -0.6447
O 2.130 1.511 -3.087 -0.7267
H 3.773 1.702 -5.227 0.2327
H 2.475 2.467 -6.189 0.2230
```


Below is a structure of composition C19H17ClOPSc at a distorted geometry, with properties calculated with ωB97M-V with the def2-TZVPD basis set.

Output
**Largest force on an atom**: 5.4 eV/A
**LUMO**: -9.1 eV
**Electronic energy**: -64521.12024 eV
**HOMO-LUMO gap**: 6.2 eV
**Charge**: +2

```
40
Properties=species:S:1:pos:R:3:nbo_charge:R:1
Sc -1.346 -1.151 2.320 1.3520
Cl -0.581 -0.304 4.397 -0.3123
P 0.223 -0.045 0.655 0.9332
C -1.313 -0.829 -0.208 -0.2772
C -1.186 -1.546 -1.418 -0.2153
C -2.296 -2.215 -1.936 -0.1145
C -3.529 -2.102 -1.276 -0.1823
C -3.712 -1.321 -0.150 -0.1260
C -2.579 -0.658 0.411 -0.4874
C -0.123 1.718 0.420 -0.4219
C 0.695 2.557 1.161 -0.1705
C 0.439 3.899 1.235 -0.1856
C -0.573 4.430 0.443 -0.1418
C -1.373 3.625 -0.353 -0.1990
C -1.123 2.259 -0.366 -0.1456
C 1.703 -0.378 -0.223 -0.4756
C 2.691 -1.127 0.421 -0.1585
C 3.927 -1.266 -0.166 -0.1994
C 4.143 -0.782 -1.443 -0.1208
C 3.139 -0.114 -2.151 -0.1984
C 1.920 0.082 -1.531 -0.1166
H 1.497 2.098 1.751 0.2229
H 1.042 4.496 1.882 0.2468
H -0.754 5.484 0.484 0.2431
H -2.138 4.047 -0.985 0.2450
H -1.741 1.600 -0.991 0.2071
H -0.236 -1.577 -1.964 0.2607
H -2.254 -2.809 -2.867 0.2689
H -4.420 -2.576 -1.682 0.2634
H -4.653 -1.133 0.343 0.2576
H -2.767 0.183 1.124 0.2601
H 2.525 -1.593 1.379 0.2122
H 4.721 -1.752 0.387 0.2485
H 5.115 -0.899 -1.879 0.2455
H 3.353 0.241 -3.160 0.2534
H 1.166 0.582 -2.086 0.2217
H -0.577 -2.725 0.807 0.0418
H 0.142 -2.321 0.864 0.0746
O 0.781 -3.455 3.315 -0.3057
C 0.051 -2.623 3.036 0.4960
```


Below is a structure of composition C19H17F5FeN5OS4 at a distorted geometry, with properties calculated with ωB97M-V with the def2-TZVPD basis set.

Output
**Largest force on an atom**: 1.1 eV/A
**LUMO (spin up / spin down)**: 2.2 / 2.2 eV
**Electronic energy**: -120795.01550 eV
**HOMO-LUMO gap (spin up / spin down)**: 6.5 / 6.5 eV
**Charge**: -1

```
52
Properties=species:S:1:pos:R:3:nbo_charge:R:1
Fe -0.495 0.796 -0.304 0.5604
C -4.688 -2.782 -0.518 -0.7444
S -2.950 -3.115 -0.873 0.3038
C -2.238 -1.570 -0.525 -0.0895
S -0.631 -1.340 -1.029 -0.1135
N -2.979 -0.695 0.156 -0.4486
N -2.286 0.459 0.310 -0.1630
C -2.709 1.368 1.085 0.0039
C -1.863 2.563 1.211 0.1839
C -2.240 3.650 1.981 -0.2358
C -1.394 4.744 2.072 -0.1657
C -0.195 4.721 1.391 -0.2677
C 0.117 3.601 0.638 0.0818
N -0.696 2.548 0.544 -0.4096
H -5.236 -3.673 -0.833 0.2137
H -4.843 -2.601 0.542 0.2213
H -5.016 -1.919 -1.091 0.2356
H -3.636 1.285 1.649 0.1851
H -3.190 3.622 2.501 0.2145
H -1.670 5.605 2.671 0.2101
H 0.487 5.560 1.426 0.2182
H 1.042 3.524 0.078 0.2329
C 2.528 -2.074 2.922 -0.4051
N 1.925 -0.899 2.309 -0.4052
C 2.785 0.262 2.110 -0.4180
C 0.616 -0.823 2.057 0.7509
C -0.209 -2.070 2.261 -0.7206
O 0.091 0.219 1.656 -0.6900
H 3.599 -2.045 2.736 0.2106
H 2.138 -2.990 2.487 0.2168
H 2.370 -2.099 4.003 0.1852
H 3.685 -0.046 1.580 0.2055
H 3.061 0.707 3.073 0.1744
H 2.266 0.989 1.499 0.2674
H -0.078 -2.486 3.264 0.2112
H 0.076 -2.820 1.522 0.2558
H -1.252 -1.814 2.104 0.2497
S -1.554 1.909 -2.190 -0.2683
C -1.574 0.795 -3.458 0.0911
N -1.604 0.053 -4.351 -0.4794
F 2.889 -2.850 -5.128 -0.3029
C 2.630 -1.915 -4.203 0.2473
C 2.677 -2.234 -2.865 0.2595
F 2.980 -3.491 -2.492 -0.3074
C 2.422 -1.261 -1.922 0.3149
F 2.518 -1.630 -0.631 -0.3185
C 2.080 0.045 -2.259 -0.2417
S 1.673 1.249 -1.047 -0.3412
C 2.072 0.333 -3.618 0.3232
F 1.821 1.567 -4.043 -0.2917
C 2.341 -0.623 -4.579 0.3039
F 2.335 -0.306 -5.879 -0.3048
```


Below is a structure of composition C19H17IrN4O5S at a distorted geometry, with properties calculated with ωB97M-V with the def2-TZVPD basis set.

Output
**Largest force on an atom**: 2.3 eV/A
**LUMO (spin up / spin down)**: -4.3 / -4.0 eV
**Electronic energy**: -49839.70846 eV
**HOMO-LUMO gap (spin up / spin down)**: 7.0 / 7.2 eV
**Energy relative to the best compared isomer or geometry (same formula, charge and spin)**: 36.5 kcal per mole
**Charge**: +1
**Multiplicity**: 2

```
47
Properties=species:S:1:pos:R:3:nbo_charge:R:1
Ir -0.289 -0.025 0.016 1.0553
O 1.794 -0.379 0.022 -0.6507
C 2.585 -0.370 1.036 0.4145
C 2.285 -0.216 2.401 -0.3263
C 3.350 -0.116 3.318 -0.0907
C 3.121 -0.014 4.683 0.0041
C 1.832 -0.005 5.217 -0.1104
C 0.760 -0.092 4.348 -0.3072
C 0.926 -0.165 2.942 0.4664
O -0.136 -0.161 2.224 -0.7088
N 4.255 0.072 5.577 0.5225
O 4.021 0.076 6.763 -0.3630
O 5.351 0.140 5.067 -0.3781
H 3.643 -0.515 0.808 0.1752
H 4.368 -0.119 2.960 0.2500
H 1.692 0.069 6.286 0.2617
H -0.251 -0.113 4.727 0.2308
N -2.642 1.368 2.118 -0.7508
C -2.603 1.486 0.797 0.3864
S -2.628 0.048 -0.182 -0.1912
N -2.655 2.650 0.170 -0.5529
C -2.615 3.966 0.687 0.1001
C -3.374 4.371 1.779 -0.2508
C -3.340 5.701 2.169 -0.1799
C -2.562 6.616 1.482 -0.1967
C -1.797 6.207 0.400 -0.1998
C -1.828 4.884 0.001 -0.1739
H -2.466 0.458 2.518 0.4437
H -2.510 2.174 2.710 0.4148
H -2.566 2.600 -0.838 0.4321
H -4.029 3.680 2.288 0.2253
H -3.938 6.023 3.008 0.2307
H -2.558 7.652 1.780 0.2301
H -1.186 6.915 -0.136 0.2266
H -1.243 4.545 -0.839 0.2073
O 0.229 2.174 -0.225 -0.6255
N 1.353 2.477 -0.841 0.0583
C 2.492 2.692 -0.148 0.0255
C 3.657 3.021 -0.799 -0.2092
C 3.676 3.131 -2.185 -0.1384
C 2.490 2.914 -2.879 -0.2135
C 1.349 2.598 -2.186 0.0267
H 2.436 2.557 0.920 0.2453
H 4.553 3.195 -0.228 0.2487
H 4.583 3.382 -2.707 0.2456
H 2.453 2.984 -3.954 0.2515
H 0.401 2.417 -2.668 0.2385
```


Below is an isolated molecule of C19H17N3O2S4 at a distorted geometry, with properties calculated with ωB97M-V with the def2-TZVPD basis set.

Output
**SMILES string**: CSc1sc(-c2ccnc(SCCS(C)(=O)=O)n2)c(-c2ccccc2)c1C#N
**Largest force on an atom**: 1.2 eV/A
**LUMO**: -0.3 eV
**Electronic energy**: -71884.65382 eV
**HOMO-LUMO gap**: 7.9 eV
**Energy relative to the best compared isomer or geometry (same formula, charge and spin)**: 6.9 kcal per mole

```
45
Properties=species:S:1:pos:R:3:nbo_charge:R:1
C 4.992 2.047 2.303 -0.7357
S 3.368 1.747 3.052 0.3200
C 2.516 0.780 1.882 -0.2892
S 0.930 0.265 2.352 0.4948
C 0.720 -0.591 0.846 -0.2573
C -0.530 -1.285 0.647 0.2203
C -0.695 -2.390 -0.193 -0.2985
C -1.968 -2.931 -0.249 0.1016
N -2.995 -2.411 0.400 -0.4680
C -2.732 -1.347 1.138 0.2965
S -4.113 -0.593 1.889 0.2772
C -3.384 0.944 2.570 -0.5387
C -2.638 1.811 1.580 -0.6707
S -3.202 1.755 -0.163 2.1644
C -5.004 1.937 -0.128 -0.8716
O -2.856 0.500 -0.773 -0.9573
O -2.649 2.935 -0.771 -0.9561
N -1.552 -0.803 1.354 -0.5264
C 1.803 -0.452 0.021 0.0918
C 1.877 -0.938 -1.361 -0.0170
C 2.967 -1.685 -1.797 -0.2167
C 3.032 -2.113 -3.110 -0.2053
C 2.018 -1.794 -3.997 -0.2046
C 0.933 -1.047 -3.568 -0.1967
C 0.858 -0.618 -2.256 -0.2197
C 2.846 0.327 0.618 -0.3148
C 4.026 0.597 -0.092 0.2853
N 4.973 0.789 -0.712 -0.3127
H 5.489 1.104 2.101 0.2347
H 5.548 2.612 3.044 0.2410
H 4.883 2.629 1.394 0.2380
H 0.125 -2.803 -0.754 0.2386
H -2.185 -3.811 -0.841 0.2014
H -4.246 1.465 2.987 0.2324
H -2.720 0.645 3.381 0.2461
H -1.594 1.517 1.512 0.2756
H -2.703 2.863 1.842 0.2458
H -5.324 2.072 -1.154 0.2587
H -5.444 1.044 0.295 0.2530
H -5.232 2.818 0.456 0.2346
H 3.755 -1.942 -1.104 0.2202
H 3.879 -2.696 -3.441 0.2174
H 2.074 -2.126 -5.023 0.2156
H 0.142 -0.792 -4.256 0.2185
H 0.013 -0.033 -1.922 0.2333
```


Q: Which value of electronic energy does entry 5 give?
A: -71884.65382 eV


Q: Among the records above, which one has the highest electronic energy?
A: C19H17IrN4O5S


Q: Look up the electronic energy of the second one.
A: -64521.12024 eV